(1)
{
  "formula": "C21H28N4OS",
  "method": "wB97M-V/def2-TZVPD",
  "symbols": ["C", "C", "C", "C", "C", "N", "C", "S", "N", "C", "C", "C", "N", "C", "C", "O", "C", "C", "C", "C", "C", "C", "C", "C", "N", "C", "C", "H", "H", "H", "H", "H", "H", "H", "H", "H", "H", "H", "H", "H", "H", "H", "H", "H", "H", "H", "H", "H", "H", "H", "H", "H", "H", "H", "H"],
  "xyz": [[-7.85697, -1.00483, 0.58391], [-6.41160, -0.75023, 0.28260], [-6.03238, 0.19958, -0.65651], [-4.70246, 0.46053, -0.92686], [-3.70790, -0.22622, -0.24035], [-2.33771, -0.05493, -0.46934], [-1.65068, 1.03731, -0.89954], [-2.37577, 2.51348, -1.12445], [-0.32192, 0.86322, -1.11876], [0.38382, -0.37213, -0.84886], [0.70860, -0.59062, 0.63546], [1.64294, -1.79197, 0.79479], [2.86668, -1.60208, 0.03932], [3.51834, -2.84633, -0.33041], [4.69875, -2.52622, -1.24906], [5.62581, -1.67758, -0.61792], [5.00267, -0.47917, -0.21791], [3.82559, -0.74719, 0.71841], [0.49914, 1.96677, -1.57709], [1.38074, 2.51611, -0.48824], [0.83020, 3.09731, 0.65210], [1.68496, 3.57921, 1.62686], [3.05445, 3.47050, 1.42923], [3.50060, 2.88027, 0.25795], [2.68930, 2.40839, -0.67396], [-4.07988, -1.19596, 0.68969], [-5.41151, -1.45002, 0.94676], [-8.47702, -0.79082, -0.28348], [-8.18615, -0.36074, 1.40029], [-8.01497, -2.03777, 0.88630], [-6.79192, 0.74574, -1.19664], [-4.44091, 1.19603, -1.66770], [-1.78515, -0.82467, -0.12131], [-0.17377, -1.22581, -1.25155], [1.33800, -0.32730, -1.37705], [-0.19146, -0.76166, 1.23027], [1.18637, 0.30901, 1.02368], [1.14048, -2.68088, 0.40217], [1.84234, -1.96399, 1.86637], [2.80567, -3.47867, -0.86433], [3.88691, -3.39375, 0.55521], [5.24199, -3.43571, -1.51140], [4.31768, -2.04820, -2.16415], [5.76969, 0.10962, 0.28742], [4.63638, 0.06981, -1.09748], [3.35300, 0.20166, 0.97205], [4.19463, -1.22102, 1.64634], [-0.17607, 2.75248, -1.93077], [1.12908, 1.62747, -2.40338], [-0.24106, 3.17291, 0.75511], [1.29253, 4.03778, 2.52301], [3.75553, 3.83719, 2.16259], [4.55750, 2.77188, 0.05102], [-3.31563, -1.75425, 1.21519], [-5.67748, -2.20354, 1.67439]],
  "forces_ev_per_a": [[0.01, 0.07, 0.07], [0.00, -0.04, -0.01], [0.03, -0.17, 0.15], [0.06, 0.01, -0.13], [-0.56, -0.03, 0.13], [0.83, -0.39, 0.00], [0.07, 0.13, -0.04], [-0.41, 0.67, -0.02], [-0.32, -0.13, 0.02], [0.13, -0.18, 0.29], [0.17, -0.24, -0.19], [-0.14, 0.18, 0.04], [0.06, -0.15, 0.05], [0.26, 0.09, -0.22], [-0.26, -0.33, 0.01], [0.17, -0.06, 0.08], [-0.20, 0.24, 0.26], [0.23, 0.12, -0.21], [-0.01, 0.30, -0.23], [-0.13, 0.04, 0.02], [0.12, 0.06, 0.07], [0.01, -0.06, -0.10], [0.01, -0.03, -0.04], [0.19, 0.20, 0.36], [0.00, -0.22, -0.44], [0.14, 0.16, -0.08], [-0.07, 0.04, -0.09], [-0.09, -0.02, -0.03], [-0.11, 0.00, 0.04], [-0.08, -0.05, 0.01], [-0.09, 0.05, -0.07], [0.01, -0.03, 0.00], [-0.03, 0.09, -0.15], [0.06, 0.02, -0.04], [-0.15, -0.06, -0.03], [-0.03, 0.07, 0.06], [-0.06, 0.03, 0.06], [0.02, -0.04, 0.05], [-0.01, -0.08, -0.07], [0.02, -0.03, 0.02], [-0.03, -0.02, -0.04], [-0.08, 0.04, -0.03], [0.02, -0.07, 0.04], [-0.07, 0.04, -0.03], [0.03, 0.01, 0.06], [0.03, 0.02, 0.05], [-0.04, 0.03, -0.02], [0.21, -0.20, 0.00], [-0.02, -0.01, 0.11], [-0.15, -0.02, -0.02], [-0.03, 0.03, 0.06], [0.08, 0.02, 0.05], [0.13, 0.04, 0.07], [0.08, -0.03, 0.06], [-0.03, -0.08, 0.06]],
  "charge": 0,
  "e_lumo_ev": 0.586,
  "homo_ev": -7.9,
  "gap_ev": 8.51,
  "total_energy_ev": -41074.6942,
  "smiles": "Cc1ccc(NC(=S)N(CCCN2CCOCC2)Cc2ccccn2)cc1"
}

(2)
{
  "formula": "C27H33Br9F18O12",
  "method": "wB97M-V/def2-TZVPD",
  "symbols": ["C", "Br", "Br", "Br", "H", "C", "Br", "Br", "Br", "H", "C", "Br", "Br", "Br", "H", "C", "C", "O", "C", "O", "C", "F", "F", "F", "H", "H", "H", "H", "H", "C", "C", "O", "C", "O", "C", "F", "F", "F", "H", "H", "H", "H", "H", "C", "C", "O", "C", "O", "C", "F", "F", "F", "H", "H", "H", "H", "H", "C", "C", "O", "C", "O", "C", "F", "F", "F", "H", "H", "H", "H", "H", "C", "C", "O", "C", "O", "C", "F", "F", "F", "H", "H", "H", "H", "H", "C", "C", "O", "C", "O", "C", "F", "F", "F", "H", "H", "H", "H", "H"],
  "xyz": [[6.71026, -8.37476, -1.36266], [6.74132, -8.58682, -3.32137], [8.50097, -7.72880, -0.73070], [5.96616, -9.97033, -0.36133], [5.97747, -7.60933, -1.10727], [-9.37765, -2.46350, 1.98951], [-10.37807, -1.39494, 0.66632], [-7.51345, -1.92660, 2.20065], [-9.64074, -4.40451, 1.71267], [-9.88289, -2.18526, 2.91439], [8.73538, 2.58802, -1.49744], [9.93727, 0.99498, -1.42671], [9.85842, 4.15262, -1.26239], [7.16728, 2.24174, -0.34540], [8.39219, 2.72508, -2.52289], [-0.08248, 1.58257, 0.85494], [-1.01024, 0.66862, 1.58635], [-0.37943, -0.72353, 1.47379], [0.43000, -1.11844, 2.39282], [0.83132, -0.39738, 3.32700], [0.98260, -2.61254, 2.17149], [1.23628, -3.16857, 3.33288], [0.19564, -3.41851, 1.51745], [2.12426, -2.44952, 1.49254], [-0.06122, 1.28154, -0.19245], [0.88596, 1.70112, 1.34091], [-0.42190, 2.61367, 0.75633], [-2.04358, 0.82119, 1.27482], [-1.05928, 1.18481, 2.54512], [-3.62048, -1.54378, -5.26811], [-4.46294, -0.57174, -5.98273], [-4.80533, -1.08396, -7.27734], [-3.98749, -0.90868, -8.44116], [-2.93704, -0.22344, -8.41197], [-4.57513, -1.48901, -9.71753], [-3.66955, -2.28172, -10.30454], [-5.61154, -2.26197, -9.46219], [-4.85162, -0.47699, -10.50724], [-4.05809, -2.54034, -5.20924], [-3.44700, -1.04776, -4.31313], [-2.70392, -1.57806, -5.85703], [-3.91498, 0.37006, -5.95376], [-5.36416, -0.29853, -5.43386], [-1.02722, -1.04831, 10.87123], [-0.53402, -0.97214, 12.28719], [-1.48081, -0.32025, 13.02534], [-2.38776, -1.05913, 13.68406], [-2.29390, -2.25203, 14.03655], [-3.62331, -0.24013, 14.15120], [-4.23365, 0.45207, 13.20260], [-4.63168, -1.06705, 14.62926], [-3.16214, 0.56388, 15.12411], [-1.66376, -1.91574, 10.69662], [-0.12113, -1.22001, 10.29019], [-1.57264, -0.22681, 10.40673], [0.39887, -0.43126, 12.12824], [-0.40970, -1.99274, 12.64916], [3.95912, 7.46951, -4.12632], [3.83946, 8.03888, -5.55143], [3.33294, 7.05232, -6.37805], [4.11354, 6.24127, -7.02465], [5.31426, 6.23438, -7.04070], [3.31778, 5.29202, -7.87751], [2.68459, 6.07301, -8.81589], [4.16157, 4.40779, -8.42854], [2.36796, 4.74334, -7.13055], [4.27271, 8.21252, -3.39305], [4.77023, 6.74787, -4.22337], [2.97522, 7.17806, -3.75874], [4.74823, 8.50183, -5.93604], [3.30168, 8.98673, -5.57231], [2.06480, 7.59298, 4.00441], [1.38119, 8.18570, 5.22044], [0.11219, 7.54191, 5.45076], [-0.95071, 7.79687, 4.60507], [-0.93758, 8.58727, 3.59863], [-2.27574, 7.16659, 5.14751], [-2.67964, 6.32337, 4.17124], [-2.03961, 6.44517, 6.24475], [-3.14781, 8.15137, 5.31254], [1.81151, 6.53784, 3.90129], [3.13891, 7.70482, 4.15235], [1.79898, 8.18723, 3.13017], [1.38881, 9.27523, 5.18936], [1.98059, 7.94477, 6.09837], [-0.39628, -7.73621, -7.25551], [0.11391, -8.11539, -5.78961], [-0.53976, -9.28599, -5.30714], [-0.17662, -9.81203, -4.07078], [0.38731, -9.17016, -3.16167], [-0.42215, -11.36879, -3.94743], [-0.83103, -11.63082, -2.77944], [-1.30938, -11.70957, -4.90338], [0.75469, -12.06187, -4.18079], [-1.41652, -7.35520, -7.30080], [-0.25780, -8.49148, -8.02914], [0.15199, -6.90119, -7.69167], [-0.13383, -7.27008, -5.14759], [1.20015, -8.06875, -5.86712]],
  "forces_ev_per_a": [[0.13, -0.28, 0.29], [-0.10, -0.08, 1.19], [-1.38, -0.69, -0.31], [0.93, 1.11, -0.91], [0.41, -0.06, -0.26], [-0.54, 0.08, 0.03], [0.66, -0.52, 0.32], [-0.73, -0.33, -0.30], [0.31, 1.15, 0.10], [0.31, -0.39, -0.15], [0.50, -0.77, -0.20], [-0.77, 0.74, -0.14], [-0.60, -0.12, 0.51], [1.02, 0.64, -0.55], [-0.16, -0.49, 0.37], [0.10, 0.65, -1.48], [1.25, 1.35, 0.63], [-2.84, 1.31, -0.83], [1.70, 1.65, 3.39], [-0.83, -2.49, -2.25], [0.06, 2.28, 0.46], [0.35, -0.14, 0.75], [-0.83, -0.35, -0.88], [0.29, -0.31, -0.20], [0.79, -0.22, -0.03], [0.10, -0.61, -0.25], [-0.65, 0.04, 0.48], [0.10, -1.58, -0.78], [0.39, -1.57, 1.00], [0.53, -0.11, -0.02], [-0.03, 1.00, -0.13], [0.65, 0.08, -3.28], [2.73, 3.50, 4.59], [-3.85, -2.86, -0.48], [0.93, -0.96, 0.82], [0.26, 0.27, -0.22], [-0.91, 0.22, -0.22], [-0.62, 0.17, -0.62], [0.00, 0.14, 0.31], [0.34, -0.68, 0.33], [0.31, -0.33, 0.40], [0.15, 0.14, -1.00], [-0.51, -0.58, -0.48], [-0.04, -1.34, -1.56], [0.82, -1.16, -2.32], [-2.50, 1.11, 2.32], [0.40, -3.45, 1.18], [-0.05, 3.73, -1.56], [-0.93, -1.19, 0.49], [0.58, 0.58, -0.25], [1.91, 0.98, -0.09], [-0.74, -0.06, -0.21], [-0.09, -0.14, 0.14], [-0.14, -0.06, -0.46], [0.31, 0.50, 0.64], [-0.02, 0.29, 1.49], [0.49, 0.21, 0.20], [0.46, 1.07, -0.73], [1.26, 2.16, 1.81], [-1.96, 0.09, -0.55], [2.11, 0.21, -0.15], [-0.13, 0.14, 0.29], [-0.17, 1.10, -0.39], [0.61, -1.23, 0.10], [-1.45, 0.28, 0.04], [-0.05, -0.97, -0.39], [0.27, 0.27, -0.28], [-0.53, -0.61, 0.65], [0.24, -0.79, -0.26], [0.81, -1.07, 0.00], [-1.46, -0.63, -0.15], [0.13, 0.75, -0.02], [0.91, -0.61, -0.03], [-2.16, 0.73, -1.22], [1.94, 3.96, -2.20], [0.00, -3.88, 4.53], [2.01, -0.27, -1.54], [-0.59, 0.24, 0.54], [-0.83, 0.56, -0.08], [-0.22, -0.71, 0.47], [0.07, 0.10, -0.13], [0.07, -0.18, -0.12], [-0.10, -0.45, -0.19], [-0.86, 0.00, -0.20], [-0.38, -0.24, 0.18], [0.08, -0.08, 0.62], [-0.84, 2.37, -1.79], [1.00, -1.81, 1.43], [2.31, 2.93, 0.93], [-2.03, -2.28, -3.12], [1.44, 1.58, -3.16], [-1.00, -0.98, 2.16], [0.28, -0.50, 0.70], [-1.37, 0.89, 0.17], [-0.21, -0.50, 0.34], [-0.17, -0.51, 0.46], [0.55, 0.18, 0.63], [-0.15, -0.08, 0.15], [0.12, -1.21, 0.50]],
  "charge": 0,
  "e_lumo_ev": -0.554,
  "homo_ev": -10.4,
  "gap_ev": 9.86,
  "total_energy_ev": -732396.4834
}

(3)
{
  "formula": "C27H31BrHfI2N4O2",
  "method": "wB97M-V/def2-TZVPD",
  "symbols": ["Hf", "C", "N", "C", "C", "C", "N", "C", "C", "C", "C", "C", "C", "C", "O", "C", "C", "C", "N", "C", "C", "C", "C", "C", "C", "C", "O", "H", "H", "H", "H", "H", "H", "H", "H", "H", "H", "H", "H", "H", "H", "H", "H", "H", "H", "H", "H", "H", "H", "H", "H", "H", "C", "C", "C", "C", "C", "Br", "N", "C", "H", "H", "H", "H", "H", "H", "I", "I"],
  "xyz": [[-0.35838, -0.18596, 0.18700], [-3.59725, -0.18418, 1.56883], [-2.89672, -0.43622, 0.28645], [-3.28250, 0.60952, -0.70961], [-3.15247, 2.04324, -0.17025], [-1.73094, 2.54753, 0.12972], [-0.94473, 1.64203, 0.97486], [-0.48732, 2.02585, 2.12848], [0.45954, 1.30487, 2.92796], [0.59481, 1.67132, 4.28348], [1.52561, 1.07738, 5.09534], [2.38063, 0.11048, 4.56108], [2.29331, -0.25302, 3.23267], [1.34184, 0.32106, 2.39190], [1.29578, -0.03517, 1.10080], [-3.21576, -1.82755, -0.17543], [-1.36266, -3.89606, -0.29708], [0.15091, -3.66425, -0.57450], [0.26925, -2.24837, -1.05070], [0.51030, -2.04844, -2.53943], [1.24444, -0.80293, -2.93372], [2.20465, -0.88818, -3.93903], [2.81428, 0.24397, -4.44117], [2.46779, 1.48753, -3.92993], [1.51050, 1.59130, -2.93844], [0.87757, 0.45840, -2.43429], [-0.13056, 0.59425, -1.53155], [-4.63792, 0.10505, 1.40054], [-3.08841, 0.59705, 2.12657], [-3.58678, -1.07549, 2.18876], [-4.32638, 0.46621, -1.01158], [-2.65299, 0.50049, -1.59775], [-3.77118, 2.16436, 0.71758], [-3.56696, 2.70343, -0.93277], [-1.79922, 3.53278, 0.59500], [-1.18360, 2.64556, -0.80847], [-0.81514, 2.98662, 2.53028], [-0.07975, 2.41839, 4.68426], [1.60126, 1.35682, 6.13617], [3.12389, -0.36020, 5.19030], [2.95968, -0.99049, 2.80376], [-3.78779, -1.80400, -1.11369], [-3.81493, -2.35870, 0.55978], [-1.61464, -5.73739, -1.33904], [-1.52305, -4.35522, 0.67436], [0.52292, -4.35623, -1.32953], [0.73974, -3.78268, 0.33092], [0.95419, -2.92417, -3.00636], [2.45907, -1.86165, -4.34205], [3.55178, 0.16349, -5.22694], [2.93929, 2.38272, -4.31126], [1.21516, 2.55955, -2.55337], [-1.75248, -2.93629, -4.85736], [-1.67062, -3.12755, -3.36399], [-2.05751, -4.26978, -2.79614], [-2.07631, -4.74658, -1.37014], [-1.91771, -2.52203, -0.41348], [-0.86385, -1.90905, 2.04707], [-1.09040, -1.79460, -1.20894], [-1.03230, -1.92854, -2.73036], [-2.05890, -3.85668, -5.34760], [-0.78302, -2.64115, -5.26712], [-2.46990, -2.15297, -5.10955], [-2.45352, -5.02058, -3.47230], [-3.11819, -4.89594, -1.07012], [-1.35051, -1.01533, -3.22958], [3.93159, 0.39894, -0.34739], [5.85728, 1.08374, -2.05271]],
  "forces_ev_per_a": [[-1.51, -1.26, -0.09], [-0.04, -0.08, 0.21], [-0.05, 0.08, -0.12], [-0.18, 0.27, -0.03], [0.27, -0.18, 0.11], [-0.43, 0.13, -0.13], [-0.13, 1.45, 0.82], [-0.03, 0.13, 0.03], [0.36, -0.21, -0.10], [-0.15, 0.04, -0.13], [0.06, -0.08, 0.10], [-0.12, 0.07, 0.00], [-0.04, -0.09, -0.39], [0.25, 0.46, 0.98], [1.65, 0.52, 0.88], [-0.14, 0.13, 0.08], [0.20, -0.08, 0.17], [-0.04, -0.21, 0.21], [0.29, -0.28, -0.18], [-0.13, 0.58, -0.26], [-0.23, -0.01, 0.23], [0.05, -0.04, 0.07], [0.08, 0.07, -0.03], [0.02, -0.09, -0.01], [-0.32, 0.01, 0.25], [0.54, 0.10, -1.26], [0.70, 0.49, -1.40], [0.02, 0.00, -0.06], [-0.04, 0.03, -0.02], [0.10, -0.01, -0.04], [0.04, -0.07, 0.01], [-0.05, -0.09, -0.02], [-0.09, 0.03, -0.06], [-0.03, 0.00, 0.01], [0.06, -0.02, 0.01], [0.01, 0.09, 0.04], [-0.09, -0.02, -0.05], [0.06, 0.06, 0.01], [0.00, 0.01, 0.00], [0.01, 0.01, 0.01], [0.04, 0.01, 0.05], [0.09, -0.07, -0.04], [0.00, -0.01, -0.02], [0.03, 0.02, 0.07], [-0.07, 0.04, -0.01], [0.00, 0.06, -0.05], [-0.02, 0.05, -0.01], [-0.06, -0.05, 0.06], [0.04, -0.01, 0.03], [0.02, -0.02, 0.01], [0.00, 0.01, 0.00], [0.04, 0.00, 0.01], [0.02, -0.02, 0.02], [-0.11, -0.07, 0.07], [-0.02, 0.00, 0.06], [-0.14, 0.23, -0.14], [0.18, -0.14, 0.06], [-0.48, -1.09, 0.29], [-0.69, -0.98, 0.13], [0.07, 0.00, -0.53], [0.00, 0.00, -0.01], [-0.01, 0.03, -0.03], [0.03, 0.03, -0.01], [-0.01, 0.03, -0.04], [0.02, -0.07, 0.03], [-0.03, 0.08, 0.20], [0.18, 0.04, -0.13], [-0.04, -0.04, 0.13]],
  "charge": 2,
  "e_lumo_ev": -8.055,
  "homo_ev": -13.0,
  "gap_ev": 4.92,
  "total_energy_ev": -126096.3525
}

(4)
{
  "formula": "C4H8AgO3",
  "method": "wB97M-V/def2-TZVPD",
  "symbols": ["C", "C", "O", "H", "H", "H", "H", "H", "O", "Ag", "O", "C", "C", "H", "H", "H"],
  "xyz": [[0.83262, 1.58909, 1.77268], [1.00811, 0.10899, 1.52802], [-0.29586, -0.39395, 1.25450], [1.77773, 2.01824, 2.13052], [0.52171, 2.09752, 0.84968], [0.05224, 1.75877, 2.52634], [1.40493, -0.41925, 2.40881], [1.74741, -0.06487, 0.73157], [-1.92280, -1.75486, -1.53495], [-1.53633, -2.51639, 0.21759], [-0.24591, -0.97350, -0.03598], [-1.26016, -0.62278, -1.61318], [-0.38439, -0.40946, -2.75394], [0.07464, 0.56385, -2.92569], [-1.76086, 0.29003, -1.24691], [-0.01308, -1.27145, -3.30906]],
  "forces_ev_per_a": [[0.16, 0.34, 0.19], [1.17, 1.32, 0.51], [-0.64, -0.80, -0.80], [-0.29, 0.01, -0.11], [0.19, -0.11, 0.24], [0.29, -0.02, -0.12], [-0.41, 0.00, -0.18], [-0.65, -0.23, -0.10], [0.24, 1.58, -1.70], [-0.92, -2.48, 2.25], [2.31, 0.32, 0.84], [-1.43, 0.89, -2.67], [0.33, -0.46, 1.31], [-0.32, -0.22, 0.04], [0.27, -0.39, 0.27], [-0.29, 0.24, 0.04]],
  "charge": 1,
  "s_squared": 2.03,
  "e_lumo_ev": [-5.075, -7.620],
  "spin_multiplicity": 3,
  "homo_ev": [-13.8, -14.3],
  "gap_ev": [8.68, 6.67],
  "total_energy_ev": -14403.7245
}